<w>
A cluster of 4 separate species, C4H15N2O5 in total. Source: the Open Molecules 2025 dataset; level of theory: ωB97M-V with the def2-TZVPD basis set.

Calculated values
- Total charge: +1
- E_LUMO: -3.1 eV
- HOMO-LUMO gap: 10.3 eV
- Spin multiplicity: 1

Element x y z (Å)
O (1.558, 0.661, -3.484)
C (0.687, 0.302, -2.782)
C (0.960, 0.350, -1.220)
C (1.486, -0.988, -0.732)
C (0.957, -1.291, 0.802)
N (1.834, -1.575, 1.762)
O (-0.148, -1.147, 1.041)
N (-0.318, 0.783, -0.569)
H (-0.099, -0.344, -2.954)
H (1.777, 1.047, -0.940)
H (1.156, -1.859, -1.205)
H (2.644, -0.810, -0.686)
H (1.724, -1.812, 2.765)
H (2.880, -1.708, 1.365)
H (-0.883, -0.022, -0.409)
H (-0.939, 1.558, -1.097)
H (-0.163, 1.217, 0.425)
H (-2.488, -2.549, -0.384)
H (-2.450, -1.067, -0.992)
O (-1.949, -1.935, -0.896)
H (-0.136, 1.802, 3.226)
H (-0.059, 3.150, 2.416)
O (0.083, 2.189, 2.320)
H (-2.214, 0.953, 1.108)
H (-3.342, 1.764, 0.776)
O (-2.558, 1.332, 0.345)

<x>
A cluster of 4 separate species, C4H15N2O5 in total. Source: the Open Molecules 2025 dataset; level of theory: ωB97M-V with the def2-TZVPD basis set.

Calculated values
- Total charge: +1
- E_LUMO: -2.9 eV
- HOMO-LUMO gap: 10.7 eV
- Spin multiplicity: 1

Element x y z (Å)
O (0.758, -1.619, -3.431)
C (0.900, -1.408, -2.267)
C (0.039, -0.347, -1.550)
C (0.856, 0.953, -1.438)
C (0.528, 1.765, -0.162)
N (0.272, 3.070, -0.344)
O (0.447, 1.207, 0.925)
N (-0.368, -0.889, -0.222)
H (1.737, -1.748, -1.628)
H (-0.849, -0.095, -2.123)
H (1.931, 0.807, -1.335)
H (0.558, 1.549, -2.288)
H (0.085, 3.761, 0.362)
H (0.411, 3.425, -1.265)
H (0.379, -0.680, 0.460)
H (-0.588, -1.876, -0.180)
H (-1.194, -0.425, 0.153)
H (2.659, -0.694, 2.216)
H (1.595, -1.704, 1.743)
O (2.212, -1.028, 1.433)
H (-2.954, 1.065, 1.623)
H (-3.729, -0.067, 0.939)
O (-2.897, 0.421, 0.905)
H (-0.920, -1.038, 2.443)
H (-1.105, -2.459, 2.888)
O (-0.763, -1.945, 2.144)

What should be chosen as the most stable of them? Choose <x>.

<w>
A cluster of 2 separate species, C10H10N2O2 in total. Source: the Open Molecules 2025 dataset; level of theory: ωB97M-V with the def2-TZVPD basis set.

Calculated values
- E_LUMO: -0.4 eV
- HOMO-LUMO gap: 8.6 eV
- SMILES: O=c1cc[nH]c(=O)[nH]1.c1ccccc1
- Spin multiplicity: 1

Element x y z (Å)
O (1.272, 1.947, 0.284)
C (1.219, 1.403, -0.856)
C (2.000, 0.097, -1.032)
C (1.774, -0.680, -2.209)
N (0.685, -0.097, -2.997)
C (-0.143, 0.908, -2.745)
O (-1.410, 0.888, -3.145)
N (0.488, 1.949, -1.963)
H (2.516, -0.562, 0.005)
H (2.342, -1.615, -2.499)
H (0.324, -0.674, -3.821)
H (-0.395, 2.517, -1.577)
C (-0.329, 0.394, 2.744)
C (0.524, -0.565, 2.250)
C (-0.091, -1.400, 1.184)
C (-1.450, -1.509, 1.048)
C (-2.183, -0.593, 1.608)
C (-1.613, 0.399, 2.407)
H (-0.114, 1.358, 3.257)
H (1.446, -0.412, 2.433)
H (0.485, -2.170, 0.706)
H (-1.853, -2.263, 0.410)
H (-3.245, -0.469, 1.597)
H (-2.249, 1.148, 2.912)

<x>
A structure of composition C10H10N2O2. Source: the Open Molecules 2025 dataset; level of theory: ωB97M-V with the def2-TZVPD basis set.

Calculated values
- E_LUMO: 0.5 eV
- HOMO-LUMO gap: 8.7 eV
- Spin multiplicity: 1

Element x y z (Å)
C (1.905, -0.109, 2.895)
C (0.950, 0.607, 2.201)
C (2.608, -1.031, 2.137)
C (0.796, 0.450, 0.837)
C (1.351, -0.707, 0.203)
C (-0.408, -1.670, -1.000)
C (0.902, -0.940, -1.235)
C (-3.303, 0.694, -1.502)
C (-1.401, 1.154, -1.965)
C (-1.925, 0.061, -1.345)
N (2.221, -1.431, 0.900)
N (-1.588, -1.214, -1.026)
O (-2.629, 1.796, -2.124)
O (-0.309, 1.791, -2.397)
H (2.072, 0.111, 4.045)
H (0.516, 1.438, 2.767)
H (3.527, -1.654, 2.524)
H (-0.294, -2.804, -0.659)
H (1.035, 0.098, -1.602)
H (1.602, -1.591, -1.643)
H (-4.092, 0.277, -2.149)
H (-3.865, 0.845, -0.537)
H (0.126, 1.218, 0.342)
H (-0.461, 2.011, -3.327)

<y>
The molecule C10H10N2O2. Source: the Open Molecules 2025 dataset; level of theory: ωB97M-V with the def2-TZVPD basis set.

Calculated values
- E_LUMO (alpha / beta): 0.4 / 0.4 eV
- HOMO-LUMO gap (alpha / beta): 7.7 / 7.7 eV
- Spin multiplicity: 1

Element x y z (Å)
C (0.241, 2.862, 0.019)
C (-0.668, 2.579, -0.996)
C (0.952, 1.843, 0.581)
C (-0.870, 1.255, -1.366)
C (-0.182, 0.223, -0.675)
C (-0.264, -1.586, 1.897)
C (1.230, -1.472, 1.574)
C (1.319, -1.833, 0.134)
C (-0.212, -2.221, -0.346)
C (1.824, -0.330, 0.723)
N (0.789, 0.542, 0.227)
N (-1.694, 0.919, -2.405)
O (-0.612, -1.019, -1.054)
O (-0.893, -2.356, 0.853)
H (0.402, 3.871, 0.355)
H (-1.214, 3.363, -1.495)
H (1.713, 2.002, 1.327)
H (-0.431, -2.130, 2.828)
H (-0.758, -0.605, 1.975)
H (1.897, -1.910, 2.305)
H (2.092, -2.484, -0.245)
H (-0.344, -3.057, -1.016)
H (-2.373, 1.594, -2.710)
H (-1.943, -0.052, -2.491)

<z>
A cluster of 2 separate species, C10H10N2O2 in total. Source: the Open Molecules 2025 dataset; level of theory: ωB97M-V with the def2-TZVPD basis set.

Calculated values
- E_LUMO: 0.4 eV
- HOMO-LUMO gap: 9.2 eV
- SMILES: O=c1cc[nH]c(=O)[nH]1.c1ccccc1
- Spin multiplicity: 1

Element x y z (Å)
O (3.046, 0.384, -1.778)
C (1.765, 0.281, -1.821)
C (0.843, -0.576, -0.943)
C (-0.452, -0.111, -0.878)
N (-0.986, 0.772, -1.878)
C (-0.237, 1.435, -2.799)
O (-0.700, 2.330, -3.417)
N (1.107, 1.213, -2.651)
H (1.415, -1.165, -0.263)
H (-1.170, -0.373, 0.019)
H (-2.013, 0.884, -1.929)
H (1.604, 2.072, -3.027)
C (0.698, -1.476, 1.379)
C (0.998, -0.195, 1.867)
C (-0.124, 0.735, 2.159)
C (-1.407, 0.342, 2.140)
C (-1.644, -1.010, 1.741)
C (-0.655, -1.815, 1.331)
H (1.352, -2.131, 0.853)
H (2.059, -0.013, 2.250)
H (0.264, 1.648, 2.483)
H (-2.070, 1.029, 2.598)
H (-2.683, -1.542, 1.730)
H (-1.009, -2.717, 0.834)

What should be chosen as the most stable of them? Choose <z>.

<w>
A cluster of 13 separate species, C5H36N2O13 in total. Source: the Open Molecules 2025 dataset; level of theory: ωB97M-V with the def2-TZVPD basis set.

Calculated values
- E_LUMO: 0.1 eV
- HOMO-LUMO gap: 8.9 eV
- Spin multiplicity: 1

Element x y z (Å)
C (3.211, 0.176, -0.051)
C (2.595, -1.195, -0.205)
N (2.008, -1.520, -1.373)
C (1.527, -0.582, -2.365)
C (0.435, 0.347, -1.752)
N (-0.985, 0.012, -2.184)
C (-1.135, 0.290, -3.590)
O (2.747, -2.002, 0.705)
H (3.792, 0.508, -0.943)
H (3.914, 0.158, 0.758)
H (2.431, 0.932, 0.135)
H (1.792, -2.483, -1.580)
H (2.255, 0.155, -2.790)
H (1.285, -1.166, -3.246)
H (0.491, 0.262, -0.658)
H (0.575, 1.378, -2.110)
H (-1.519, 0.484, -1.467)
H (-0.362, -0.245, -4.180)
H (-1.270, 1.377, -3.806)
H (-2.118, -0.140, -3.904)
H (2.720, -2.216, 3.924)
H (1.843, -1.988, 2.741)
O (1.878, -1.809, 3.697)
H (-0.693, 2.726, -0.646)
H (0.138, 3.931, -0.494)
O (0.208, 3.043, -0.886)
H (-0.975, -1.779, -1.680)
H (-0.654, -2.732, -0.481)
O (-0.654, -2.705, -1.445)
H (-2.546, 1.457, 0.397)
H (-3.277, 2.460, -0.617)
O (-2.427, 2.203, -0.261)
H (0.395, 2.901, 1.382)
H (1.655, 2.658, 1.828)
O (0.812, 2.908, 2.264)
H (-3.295, -0.653, 1.114)
H (-2.749, 0.082, 2.229)
O (-3.147, 0.275, 1.341)
H (-2.109, -1.276, 4.193)
H (-1.307, -0.026, 3.646)
O (-1.888, -0.785, 3.398)
H (-0.269, -2.985, -3.088)
H (-1.316, -2.771, -4.198)
O (-0.372, -2.732, -4.029)
H (-2.092, 3.347, -3.042)
H (-0.833, 3.402, -2.377)
O (-1.641, 3.972, -2.451)
H (-0.184, -1.241, 1.559)
H (1.048, -0.352, 1.930)
O (0.336, -0.435, 1.292)
H (-0.815, -1.823, 2.398)
H (-0.574, -3.391, 2.491)
O (-0.176, -2.562, 2.212)
H (-1.456, 2.544, 3.895)
H (-0.239, 1.963, 3.153)
O (-1.050, 1.706, 3.656)

<x>
A cluster of 13 separate species, C5H36N2O13 in total. Source: the Open Molecules 2025 dataset; level of theory: ωB97M-V with the def2-TZVPD basis set.

Calculated values
- E_LUMO: -0.5 eV
- HOMO-LUMO gap: 8.7 eV
- Spin multiplicity: 1

Element x y z (Å)
O (-1.067, -0.218, 2.801)
C (0.068, 0.263, 2.776)
C (0.684, 0.875, 1.502)
C (-0.444, 1.071, 0.571)
C (-0.194, 1.886, -0.623)
C (1.195, 1.663, -1.353)
N (1.177, 0.337, -2.094)
N (1.615, 1.951, 1.698)
H (0.710, 0.210, 3.694)
H (1.272, -0.129, 1.236)
H (-1.384, 1.447, 1.099)
H (-0.883, 0.039, 0.350)
H (-0.340, 3.068, -0.453)
H (-1.142, 1.600, -1.216)
H (1.875, 1.753, -0.454)
H (1.404, 2.444, -2.146)
H (0.549, -0.130, -1.661)
H (0.840, 0.691, -3.054)
H (2.570, 1.777, 2.107)
H (1.193, 2.601, 2.410)
H (-3.035, 3.812, 0.117)
H (-3.432, 2.382, 0.686)
O (-3.664, 3.138, 0.029)
H (-0.315, 3.875, 2.651)
H (0.399, 4.641, 1.606)
O (0.420, 4.470, 2.569)
H (2.034, -2.402, 1.692)
H (3.406, -2.365, 1.118)
O (2.745, -1.785, 1.466)
H (-4.209, -1.535, 0.753)
H (-2.966, -2.288, 1.054)
O (-3.280, -1.390, 0.977)
H (1.432, -4.475, -1.580)
H (1.608, -3.074, -0.986)
O (1.161, -3.528, -1.758)
H (-1.398, 2.187, -3.836)
H (-2.261, 3.387, -3.485)
O (-2.133, 2.604, -3.949)
H (3.004, -1.958, -3.076)
H (2.550, -0.583, -2.796)
O (3.177, -1.067, -3.335)
H (-0.198, -2.379, -1.870)
H (-0.255, -2.183, -3.330)
O (-0.602, -1.817, -2.554)
H (3.595, 0.171, -0.492)
H (4.730, -0.437, -1.304)
O (4.524, 0.284, -0.657)
H (-1.561, -3.544, -1.045)
H (-1.707, -4.872, -0.354)
O (-1.393, -3.982, -0.219)
H (-3.863, 0.440, 1.206)
H (-3.506, 0.825, 2.898)
O (-4.046, 0.981, 2.004)
H (0.055, -3.654, 0.815)
H (-0.003, -3.838, 2.165)
O (0.638, -3.697, 1.502)

What should be chosen as the most stable of them? Choose <w>.